Record 1
ORCA calculation (ωB97M-V with the def2-TZVPD basis set) on C4ClF4I in the gas phase in a non-equilibrium geometry.

* E: -1309.574436 hartree
* frontier orbital gap (spin up / spin down): 6.4 / 6.9 eV
* LUMO energy (spin up / spin down): 0.2 / -3.7 eV
* molar mass: 286.39 g mol⁻¹

```
! RIJCOSX wB97M-V def2-TZVPD def2/J DEFGRID3
* xyz 0 3
C -0.5510 1.1606 -0.0085
C -1.3586 0.1050 0.0701
C 0.7488 0.2768 0.0670
C -0.2609 -0.9361 0.0149
F 1.5730 0.3281 1.0765
F 1.5717 0.4281 -0.9971
F -0.1541 -1.7484 1.0562
F -0.1308 -1.5887 -1.1285
Cl -0.6674 2.7849 0.0448
I -3.3569 -0.0416 -0.0729
*
```



Record 2
ORCA calculation (ωB97M-V with the def2-TZVPD basis set) on a molecular structure, C4CuLiO2 in a non-equilibrium geometry.

* E: -1950.520737 hartree
* frontier orbital gap (spin up / spin down): 6.1 / 5.9 eV
* LUMO energy (spin up / spin down): -4.8 / -4.8 eV
* molar mass: 150.53 g mol⁻¹

```
! RIJCOSX wB97M-V def2-TZVPD def2/J DEFGRID3
* xyz 1 2
C -0.8151 -1.8003 -0.0717
C 0.1171 -1.0733 -0.5177
C 0.7731 0.0869 -0.6748
C 0.9566 1.3321 -0.5774
O -1.8134 -1.9762 0.6575
Cu -3.2102 -2.7043 1.6729
O 1.4097 2.4639 -0.5863
Li 2.5823 3.6712 0.0975
*
```